Computed, not measured: a molecular structure, C3H7N4 in a non-equilibrium geometry, with wB97M-V/def2-TZVPD.

ORCA input file:
```
! RIJCOSX wB97M-V def2-TZVPD def2/J DEFGRID3
* xyz 1 1
C 0.357 1.722 0.127
C 1.179 -0.001 -0.001
C -1.073 -0.138 -0.037
N 0.056 -0.806 0.004
N -0.903 1.140 -0.042
N 2.488 -0.313 0.108
N -2.198 -0.878 0.132
H 0.850 2.465 -0.421
H 0.028 -1.785 -0.205
H -1.702 1.758 -0.083
H 3.199 0.437 -0.009
H 2.910 -1.177 0.515
H -2.057 -1.868 -0.039
H -3.133 -0.557 -0.047
*
```

Output
HOMO-LUMO gap: 8.332 eV
highest occupied orbital energy: -11.48 eV
relative energy (zero: lowest compared OMol25 entry of this formula, charge and spin): 64.8 kcal/mol
LUMO level: -3.15 eV
largest force on an atom: 8.0 eV Å⁻¹

=====

Computed, not measured: a gas-phase ion, C3H7N4 (charge +1) in a non-equilibrium geometry, with wB97M-V/def2-TZVPD.

ORCA input file:
```
! RIJCOSX wB97M-V def2-TZVPD def2/J DEFGRID3
* xyz 1 1
C -1.866 0.246 -0.318
C 0.922 -0.808 0.697
C 1.476 1.408 0.220
N -0.691 0.714 0.093
N -2.873 -0.227 0.353
N 0.479 0.352 0.265
N 0.869 -1.985 0.158
H -1.680 0.276 -1.413
H 2.181 1.115 0.920
H 1.994 1.442 -0.672
H 0.955 2.444 0.210
H -3.777 -0.235 -0.218
H 1.311 -2.729 0.597
H 0.701 -2.012 -0.891
*
```

Output
HOMO-LUMO gap (alpha / beta): 8.087 / 8.094 eV
highest occupied orbital energy (alpha / beta): -14.14 / -14.14 eV
relative energy (zero: lowest compared OMol25 entry of this formula, charge and spin): 151.5 kcal/mol
LUMO level (alpha / beta): -6.05 / -6.05 eV
largest force on an atom: 5.3 eV Å⁻¹

=====

Computed, not measured: 2 unconnected molecules or ions with the total composition C3H7N4O in a non-equilibrium geometry, with wB97M-V/def2-TZVPD.

ORCA input file:
```
! RIJCOSX wB97M-V def2-TZVPD def2/J DEFGRID3
* xyz 1 1
C 1.189 0.522 1.226
C -2.561 -0.006 -0.205
C 1.878 -0.480 0.325
N 0.180 0.898 0.493
N -0.172 0.176 -0.605
N -2.769 0.969 -0.834
N 0.868 -0.798 -0.770
O -2.251 -0.870 0.517
H 1.154 0.896 2.217
H 2.610 0.137 -0.119
H 2.210 -1.531 0.769
H -0.567 1.537 0.763
H -3.516 1.157 -1.339
H 1.235 -0.793 -1.752
H 0.513 -1.813 -0.687
*
```

Output
HOMO-LUMO gap (alpha / beta): 8.944 / 8.943 eV
highest occupied orbital energy (alpha / beta): -13.03 / -13.03 eV
relative energy (zero: lowest compared OMol25 entry of this formula, charge and spin): 104.9 kcal/mol
LUMO level (alpha / beta): -4.08 / -4.09 eV
largest force on an atom: 5.2 eV Å⁻¹

=====

Computed, not measured: 2 unconnected molecules or ions with the total composition C3H7N4S in a non-equilibrium geometry, with wB97M-V/def2-TZVPD.

ORCA input file:
```
! RIJCOSX wB97M-V def2-TZVPD def2/J DEFGRID3
* xyz 1 3
C -0.003 -0.958 -0.699
C -1.000 -0.821 0.363
C 1.330 0.267 0.715
N -0.239 2.582 1.592
N 0.419 3.015 0.749
N 1.166 -0.352 -0.502
N -0.350 -1.401 -1.965
S -0.071 0.095 1.740
H -1.849 -0.309 0.015
H -1.321 -1.786 0.710
H 2.133 0.491 1.328
H -1.125 2.820 2.013
H 1.854 -0.506 -1.269
H -1.280 -1.502 -2.170
H 0.337 -1.636 -2.620
*
```

Output
HOMO-LUMO gap (alpha / beta): 6.621 / 8.817 eV
highest occupied orbital energy (alpha / beta): -10.43 / -13.62 eV
<S²>: 2.02
relative energy (zero: lowest compared OMol25 entry of this formula, charge and spin): 0.0 kcal/mol
LUMO level (alpha / beta): -3.81 / -4.80 eV
largest force on an atom: 4.4 eV Å⁻¹